C28H44As2IrN2P2 | ωB97M-V/def2-TZVPD

Cartesian coordinates (Å):
Ir -0.153 -0.185 -2.199
C -0.043 3.219 -3.856
As 0.880 2.034 -2.634
C 1.332 3.123 -1.098
C 2.555 1.555 -3.482
C 3.580 2.493 -3.552
C 4.784 2.175 -4.166
C 4.971 0.912 -4.712
C 3.952 -0.029 -4.649
C 2.742 0.284 -4.037
As 1.318 -1.021 -4.031
C 2.133 -2.768 -3.877
C 0.575 -0.977 -5.819
H 0.604 4.074 -4.045
H -0.977 3.557 -3.414
H -0.246 2.709 -4.794
H 1.868 4.012 -1.422
H 1.954 2.550 -0.413
H 0.411 3.427 -0.605
H 3.454 3.484 -3.132
H 5.575 2.913 -4.218
H 5.910 0.661 -5.191
H 4.116 -1.006 -5.087
H 2.761 -2.809 -2.992
H 2.733 -2.956 -4.766
H 1.350 -3.519 -3.816
H 1.396 -1.099 -6.521
H 0.085 -0.023 -5.998
H -0.142 -1.784 -5.945
C 2.067 -1.379 2.579
P 0.386 -1.409 3.252
C -0.618 -0.079 2.541
N -0.917 0.827 3.456
C -1.640 1.901 3.072
C -1.968 2.886 4.026
C -2.698 3.969 3.630
C -3.123 4.113 2.287
C -2.819 3.171 1.339
C -2.070 2.043 1.721
N -1.783 1.082 0.807
C -1.091 0.031 1.203
P -0.985 -1.133 -0.200
C -0.373 -2.710 0.460
C -2.733 -1.413 -0.816
C -3.068 -0.301 -1.814
C -3.766 -1.442 0.318
C -2.737 -2.768 -1.558
C 0.383 -1.551 5.090
C -1.058 -1.639 5.596
C 1.153 -2.853 5.401
C 1.131 -0.343 5.693
H 2.614 -2.293 2.790
H 2.582 -0.546 3.071
H 2.052 -1.210 1.501
H -1.637 2.759 5.051
H -2.963 4.736 4.348
H -3.709 4.983 2.018
H -3.156 3.265 0.314
H -1.029 -3.077 1.252
H 0.653 -2.625 0.825
H -0.366 -3.441 -0.348
H -3.060 0.693 -1.367
H -4.053 -0.479 -2.257
H -2.413 -0.328 -2.724
H -3.887 -0.467 0.793
H -3.502 -2.178 1.084
H -4.733 -1.743 -0.091
H -1.948 -2.850 -2.319
H -3.694 -2.871 -2.074
H -2.646 -3.614 -0.877
H -1.579 -2.506 5.179
H -1.621 -0.734 5.380
H -1.025 -1.768 6.680
H 0.693 -3.735 4.940
H 1.125 -3.000 6.481
H 2.203 -2.800 5.115
H 0.597 0.597 5.530
H 2.153 -0.262 5.321
H 1.200 -0.517 6.770

As for the multiplicity: 5. The highest occupied orbital energy (alpha / beta) comes out at -16.1 / -16.8 eV. The value obtained for the lowest unoccupied orbital energy (alpha / beta) is -0.3169 / -0.3874 Eh. As for the total charge: +3.

***

C4H6N2 | ωB97M-V/def2-TZVPD

Cartesian coordinates (Å):
C 0.816 0.065 1.494
C 0.373 -0.013 0.256
N 0.669 0.114 -1.094
C -0.673 -0.388 -0.694
C -0.975 -1.804 -0.785
N -1.205 -2.938 -0.830
H 1.840 0.357 1.704
H 0.155 -0.167 2.322
H 1.301 -0.592 -1.464
H -1.493 0.278 -0.952
H -0.338 2.404 0.360
H -0.471 2.683 -0.315

As for the multiplicity: 1. For the energy above the lowest of the compared OMol25 structures with the same formula, charge and spin, the calculation gives 3.5961 eV. Its SMILES is C=C1N[C@H]1C#N.[H][H]. The highest occupied orbital energy comes out at -9.8 eV. The value obtained for the lowest unoccupied orbital energy is 0.0332 Eh. As for the total charge: 0.

***

- Which value of multiplicity does entry 1 give?
  5